The following is a quantum chemistry calculation of an isolated molecule of C20H26N2O2, from OMol25.

Positions of all 50 atoms, in Å:
O1 5.217 0.773 -0.625
C1 4.929 -0.479 -0.052
C2 3.668 -1.134 -0.628
C3 2.452 -0.188 -0.660
C4 1.178 -1.005 -0.932
N1 0.875 -1.849 0.212
C5 -0.212 -2.788 -0.050
C6 -1.489 -2.126 -0.480
C7 -2.417 -1.691 0.374
C8 -3.602 -0.964 0.005
C9 -4.116 -0.575 -1.209
C10 -5.313 0.119 -0.931
C11 -5.446 0.108 0.425
O2 -4.423 -0.543 0.997
C12 0.643 -1.024 1.384
C13 1.907 -0.209 1.680
N2 2.375 0.591 0.566
C14 1.823 1.934 0.462
C15 0.339 2.066 0.194
C16 -0.570 2.121 1.244
C17 -1.930 2.210 1.000
C18 -2.400 2.254 -0.301
C19 -1.503 2.213 -1.355
C20 -0.144 2.125 -1.108
H1 4.505 1.368 -0.364
H2 5.796 -1.110 -0.261
H3 4.829 -0.376 1.036
H4 3.423 -2.015 -0.036
H5 3.865 -1.454 -1.652
H6 2.588 0.516 -1.489
H7 0.347 -0.319 -1.158
H8 1.344 -1.648 -1.800
H9 -0.370 -3.357 0.870
H10 0.137 -3.472 -0.829
H11 -1.599 -1.926 -1.536
H12 -2.317 -1.880 1.435
H13 -3.693 -0.762 -2.174
H14 -5.981 0.564 -1.640
H15 -6.197 0.512 1.074
H16 -0.219 -0.353 1.245
H17 0.439 -1.681 2.234
H18 2.707 -0.909 1.940
H19 1.734 0.444 2.537
H20 2.370 2.447 -0.337
H21 2.058 2.438 1.406
H22 -0.211 2.097 2.263
H23 -2.623 2.247 1.827
H24 -3.460 2.327 -0.494
H25 -1.863 2.256 -2.372
H26 0.551 2.107 -1.937

Calculated values
energy above the lowest of the compared OMol25 structures with the same formula, charge and spin = 3.166 eV
total charge = 0
gap between HOMO and LUMO = 0.3216 hartree
multiplicity = 1
LUMO = 0.77 eV

Computed Löwdin charges, given in elementary charges: -0.0627 -0.2671 -0.1295 -0.2914 -0.1408 -0.1547 -0.1877 -0.0708 -0.0246 -0.2861 -0.0292 -0.0731 -0.1284 0.0410 -0.1646 -0.1412 -0.1337 -0.1338 -0.2173 -0.0585 -0.0726 -0.0894 -0.0736 -0.0595 0.0626 0.1171 0.1081 0.1100 0.1179 0.1446 0.1057 0.1315 0.1200 0.1183 0.1104 0.1243 0.1097 0.1013 0.1184 0.0993 0.1269 0.1167 0.1210 0.1225 0.1265 0.1133 0.1068 0.0973 0.1046 0.1140


The following is a quantum chemistry calculation of a cluster of 2 separate species, CH2O2S3 in total, from OMol25.

Positions of all 8 atoms, in Å:
O1 -3.273 -1.289 0.286
S1 -4.614 -1.071 -0.227
O2 -5.544 -0.492 0.727
C1 -4.075 0.881 -0.827
S2 -3.462 1.977 0.030
S3 0.611 0.653 0.713
H1 -0.265 -0.344 0.700
H2 0.904 0.476 -0.573

Calculated values
energy above the lowest of the compared OMol25 structures with the same formula, charge and spin = 2.466 eV
total charge = 0
gap between HOMO and LUMO = 0.2992 hartree
multiplicity = 1
LUMO = -1.74 eV

Computed Löwdin charges, given in elementary charges: -0.4774 0.7070 -0.4644 -0.6055 0.8312 0.4756 -0.2405 -0.2260


The following is a quantum chemistry calculation of a cluster of 2 separate species, C4H11NO in total, from OMol25.

Positions of all 17 atoms, in Å:
C1 2.301 -0.445 1.055
C2 1.179 -1.207 0.345
C3 0.390 -0.386 -0.623
C4 0.103 0.900 -0.570
N1 -0.483 1.647 -1.614
H1 2.978 -0.020 0.306
H2 2.898 -1.103 1.679
H3 1.907 0.350 1.683
H4 1.589 -2.094 -0.132
H5 0.505 -1.635 1.091
H6 0.062 -0.875 -1.532
H7 0.459 1.525 0.250
H8 -0.981 2.446 -1.241
H9 -1.161 1.108 -2.139
O1 -3.624 -0.041 0.706
H10 -3.827 -0.803 0.157
H11 -4.294 0.635 0.578

Calculated values
energy above the lowest of the compared OMol25 structures with the same formula, charge and spin = 1.265 eV
total charge = 0
gap between HOMO and LUMO = 0.3217 hartree
multiplicity = 1
LUMO = 0.78 eV

Computed Löwdin charges, given in elementary charges: -0.1192 -0.2727 -0.1501 -0.2328 0.0247 0.0775 0.0625 0.0619 0.0974 0.1004 0.0977 0.1112 0.0689 0.0735 -0.0603 0.0311 0.0283


The following is a quantum chemistry calculation of a structure of composition C28H54ClInOPSi, from OMol25.

Positions of all 87 atoms, in Å:
In1 2.585 -3.516 -0.258
P1 0.099 1.161 -0.494
Cl1 2.533 -1.969 -2.216
C1 0.100 0.574 1.251
H1 0.375 -0.496 1.182
H2 0.979 1.069 1.693
C2 -0.380 -0.131 -1.733
C3 1.896 1.371 -0.885
C4 -0.993 0.469 -3.011
H3 0.602 -0.575 -2.012
C5 -1.078 -0.602 -4.105
H4 -2.002 0.850 -2.795
H5 -0.405 1.324 -3.383
C6 -1.848 -1.840 -3.632
H6 -1.563 -0.169 -4.989
H7 -0.059 -0.894 -4.394
C7 -1.343 -2.391 -2.291
H8 -2.908 -1.573 -3.527
H9 -1.795 -2.621 -4.397
C8 -1.210 -1.309 -1.210
H10 -2.027 -3.169 -1.932
H11 -0.356 -2.858 -2.432
H12 -2.205 -0.952 -0.908
H13 -0.748 -1.753 -0.313
C9 -0.812 2.763 -0.518
C10 2.609 2.355 0.052
H14 2.270 0.342 -0.717
C11 4.130 2.294 -0.152
H15 2.257 3.379 -0.154
H16 2.385 2.154 1.106
C12 4.546 2.473 -1.617
H17 4.600 3.068 0.466
H18 4.493 1.323 0.212
C13 3.728 1.629 -2.600
H19 4.444 3.533 -1.886
H20 5.608 2.225 -1.725
C14 2.213 1.712 -2.352
H21 3.933 1.952 -3.627
H22 4.023 0.574 -2.523
H23 1.859 2.728 -2.584
H24 1.705 1.028 -3.045
C15 -2.333 2.557 -0.567
H25 -0.566 3.190 0.473
C16 -3.066 3.886 -0.342
H26 -2.617 2.146 -1.546
H27 -2.653 1.831 0.191
C17 -2.622 4.973 -1.328
H28 -4.146 3.715 -0.427
H29 -2.870 4.223 0.685
C18 -1.099 5.119 -1.400
H30 -3.008 4.734 -2.326
H31 -3.068 5.932 -1.039
C19 -0.360 3.782 -1.577
H32 -0.822 5.790 -2.220
H33 -0.744 5.584 -0.471
H34 -0.544 3.382 -2.587
H35 0.721 3.966 -1.505
C20 -2.236 -0.224 1.729
C21 -1.070 0.751 2.136
H36 -2.803 0.024 0.828
C22 -0.665 0.517 3.608
H37 -1.470 1.778 2.057
C23 -0.529 -0.974 3.917
H38 0.279 1.032 3.825
H39 -1.440 0.948 4.255
C24 -1.890 -1.654 3.820
H40 0.175 -1.443 3.219
H41 -0.109 -1.114 4.922
C25 -2.526 -1.464 2.417
H42 -1.817 -2.721 4.066
H43 -2.565 -1.192 4.554
H44 -2.230 -2.323 1.779
H45 -3.625 -1.539 2.495
C26 -0.897 -5.135 2.342
Si1 0.891 -4.616 2.170
C27 1.586 -4.200 3.858
C28 1.881 -6.088 1.480
O1 1.001 -3.326 1.143
H46 -0.988 -5.947 3.081
H47 -1.282 -5.511 1.385
H48 -1.549 -4.311 2.658
H49 1.680 -5.116 4.462
H50 2.584 -3.745 3.784
H51 0.939 -3.496 4.402
H52 1.523 -6.386 0.484
H53 2.968 -5.923 1.413
H54 1.738 -6.946 2.155

Calculated values
total charge = -1
gap between HOMO and LUMO = 0.1284 hartree
multiplicity = 1
LUMO = 2.34 eV

Computed Löwdin charges, given in elementary charges: 0.4256 1.1879 -0.1613 -0.2488 0.1024 0.0723 -0.3745 -0.3774 -0.2045 0.0142 -0.1954 0.0986 0.0913 -0.2022 0.1056 0.1119 -0.1893 0.1090 0.1033 -0.1915 0.1136 0.0882 0.1030 0.0967 -0.3572 -0.1986 0.0917 -0.1927 0.1088 0.0943 -0.2048 0.1066 0.1195 -0.1970 0.1068 0.1053 -0.2028 0.1092 0.0832 0.0976 0.0927 -0.1916 0.1288 -0.1911 0.1009 0.0795 -0.2085 0.1106 0.1163 -0.1973 0.1100 0.1040 -0.2008 0.1072 0.1138 0.1107 0.0840 -0.2284 -0.4160 0.0050 -0.1811 0.0968 -0.2161 0.0966 0.1075 -0.2039 0.0939 0.1002 -0.3223 0.0806 0.0991 0.0703 0.0849 -0.1686 0.1707 -0.1734 -0.2633 -0.5934 0.0261 0.0294 0.0002 0.0243 0.0297 0.0131 0.0136 -0.0134 0.0205


> Which formula does entry 3 have?

C4H11NO


> Which value of LUMO does entry 3 give?

0.78 eV